Entry 1:
Here is C3H4N2O2 as an isolated structure from OMol25. Energies are from ωB97M-V with the def2-TZVPD basis set.

Summary:
- total charge = 0
- total energy (Ha) = -376.68219
- relative energy (zero: lowest compared OMol25 entry of this formula, charge and spin) (kJ/mol) = 214.2
- HOMO (eV) = -10.01

Geometry as XYZ:
```
11
Properties=species:S:1:pos:R:3:forces:R:3
C -2.439 -0.450 0.038 -0.135 0.667 -0.054
C -1.001 -0.060 -0.058 -0.552 0.587 0.769
C 1.042 -0.166 0.005 -0.647 0.416 -0.373
H -2.517 -1.535 0.023 -0.114 0.098 -0.113
H -2.849 -0.060 1.001 0.160 -0.277 -0.877
H -2.953 0.015 -0.828 -0.073 -0.432 0.674
H 2.360 -1.392 -0.019 0.438 -0.473 0.017
N -0.644 1.195 0.000 0.142 -0.329 -0.335
N 0.014 -0.965 -0.051 0.909 -0.042 0.052
O 0.778 1.112 -0.005 -0.670 0.369 0.236
O 2.316 -0.435 0.039 0.542 -0.584 0.003
```
Forces are in eV/Å.

***

Entry 2:
Here is a 3-piece molecular cluster, C4H13NO2 overall from OMol25. Energies are from ωB97M-V with the def2-TZVPD basis set.

Summary:
- SMILES = C=CCNC.O.O
- total charge = 0
- total energy (Ha) = -365.36940
- relative energy (zero: lowest compared OMol25 entry of this formula, charge and spin) (kJ/mol) = 191.9
- HOMO (eV) = -8.08

Geometry as XYZ:
```
20
Properties=species:S:1:pos:R:3:forces:R:3
C 0.406 -0.616 -2.409 0.587 -0.690 -0.555
N -0.061 -0.485 -1.065 -1.072 -0.826 0.410
C 0.213 -1.655 -0.229 1.069 0.644 -0.281
C -1.059 -0.708 1.715 1.232 0.536 -0.465
C -0.389 -1.716 1.142 -2.940 0.376 -0.224
H 0.210 -1.623 -2.794 -0.611 0.009 0.144
H -0.140 0.081 -3.049 0.466 0.064 -0.078
H 1.511 -0.609 -2.562 -0.306 0.783 0.217
H 0.072 0.431 -0.680 0.366 -0.071 0.256
H 1.307 -1.788 -0.141 -0.049 -0.349 -0.115
H -0.200 -2.510 -0.776 0.248 0.013 0.075
H -1.762 -0.768 2.534 0.204 -0.376 0.118
H -0.866 0.295 1.346 -0.279 0.159 0.024
H -0.814 -2.682 1.410 0.914 -0.316 0.268
H -0.991 4.004 0.453 0.175 0.230 -0.055
H -2.189 3.218 0.889 -0.904 -0.038 0.507
O -1.394 3.138 0.388 0.776 -0.227 -0.446
H 1.489 0.323 1.165 -0.400 0.096 0.587
H 2.049 1.737 0.734 -0.243 -0.716 0.225
O 2.077 0.780 0.572 0.767 0.700 -0.611
```
Forces are in eV/Å.

***

Entry 3:
Here is one molecule with the formula C3H6N4O from OMol25. Energies are from ωB97M-V with the def2-TZVPD basis set.

Summary:
- SMILES = C=NNC(=O)NN=C
- total charge = 0
- total energy (Ha) = -411.97717
- relative energy (zero: lowest compared OMol25 entry of this formula, charge and spin) (kJ/mol) = 608.5
- HOMO (eV) = -9.25

Geometry as XYZ:
```
14
Properties=species:S:1:pos:R:3:forces:R:3
C -2.681 1.476 -1.094 4.738 -1.102 0.517
C -0.153 -0.206 -0.347 1.764 0.374 2.393
C 2.341 -1.825 1.599 -4.864 0.044 -1.318
H -3.591 1.823 -1.742 2.202 -0.798 1.095
H -2.918 1.141 0.171 0.897 1.100 -4.224
H 0.435 1.307 -1.553 2.753 0.294 -1.143
H 1.591 0.572 0.793 -1.354 -3.808 -1.480
H 3.028 -1.008 1.660 0.952 -0.205 0.157
H 2.238 -2.796 1.991 1.411 -0.913 1.266
N -1.373 1.411 -1.696 -6.340 0.547 3.451
N -0.193 1.067 -0.868 -3.990 0.766 -0.547
N 1.219 -0.431 0.298 -2.764 3.055 -0.322
N 1.171 -1.634 1.013 4.179 1.352 0.223
O -1.115 -0.896 -0.226 0.415 -0.705 -0.069
```
Forces are in eV/Å.

***

Entry 4:
Here is a 2-piece molecular cluster, CH3NOSi overall from OMol25. Energies are from ωB97M-V with the def2-TZVPD basis set.

Summary:
- spin multiplicity = 3
- total charge = 0
- total energy (Ha) = -459.18209
- relative energy (zero: lowest compared OMol25 entry of this formula, charge and spin) (kJ/mol) = 135.0
- HOMO (alpha / beta) (eV) = -6.26 / -12.09

Geometry as XYZ:
```
7
Properties=species:S:1:pos:R:3:forces:R:3
C -3.214 0.621 -0.568 -2.343 -1.630 4.998
N -2.890 0.880 -1.606 1.140 1.012 -3.352
O -0.288 0.059 0.696 -3.007 0.627 6.424
Si 0.272 -0.200 -0.668 3.847 -0.067 -8.365
H -3.659 0.286 0.411 0.965 0.690 -1.591
H 1.504 -1.073 -0.912 -0.996 0.018 0.550
H -0.576 0.115 -1.945 0.394 -0.650 1.337
```
Forces are in eV/Å.

***

Entry 5:
Here is C11H9NO4SYb as an isolated structure from OMol25. Energies are from ωB97M-V with the def2-TZVPD basis set.

Summary:
- spin multiplicity = 2
- total charge = +3
- total energy (Ha) = -2336.04141
- relative energy (zero: lowest compared OMol25 entry of this formula, charge and spin) (kJ/mol) = 0.0
- HOMO (alpha / beta) (eV) = -19.63 / -19.63

Geometry as XYZ:
```
27
Properties=species:S:1:pos:R:3:forces:R:3
Yb -0.029 0.189 -1.300 0.064 -1.573 1.440
C -0.055 1.812 0.524 0.105 2.948 4.958
O -0.035 2.430 1.495 -0.121 -2.366 -4.014
C -0.036 2.568 -2.284 0.000 4.567 -2.503
O -0.037 3.598 -2.795 0.003 -4.155 2.135
C -2.518 0.614 -1.369 -4.644 0.493 0.035
O -3.656 0.742 -1.368 4.228 -0.457 -0.035
C 2.459 0.631 -1.379 5.437 0.552 0.073
O 3.604 0.759 -1.372 -5.010 -0.534 -0.061
C -0.029 -1.233 -3.336 0.024 -0.641 -0.985
H 0.893 -1.801 -3.168 -0.039 0.202 0.029
H -0.950 -1.806 -3.176 0.031 0.206 0.052
C -0.031 0.002 -3.854 -0.019 -0.181 -1.457
H -0.948 0.486 -4.210 0.021 -0.125 0.319
H 0.884 0.490 -4.209 -0.009 -0.117 0.332
S -0.075 -2.193 -0.054 -0.141 0.752 -1.674
C 0.046 -1.340 1.424 -0.550 1.549 0.980
N -1.134 -1.015 2.079 0.830 -0.664 0.969
C -1.149 -0.570 3.380 0.270 -0.065 -0.837
C 0.047 -0.244 3.993 -0.081 0.011 0.145
C 1.250 -0.381 3.284 -0.042 0.136 0.496
C 1.250 -0.905 2.002 -0.386 -0.161 -0.641
H -2.012 -1.340 1.666 0.311 -0.032 0.200
H -2.128 -0.501 3.848 0.197 0.087 -0.035
H 0.037 0.117 5.021 0.003 -0.126 -0.286
H 2.197 -0.107 3.757 -0.331 -0.019 -0.135
H 2.156 -1.004 1.400 -0.150 -0.285 0.499
```
Forces are in eV/Å.

***

Entry 6:
Here is an isolated ion of composition C5H11N4 and charge +1 from OMol25. Energies are from ωB97M-V with the def2-TZVPD basis set.

Summary:
- SMILES = [H]/N=C/N=C\CC(=[NH2+])CN
- total charge = +1
- total energy (Ha) = -415.83617
- relative energy (zero: lowest compared OMol25 entry of this formula, charge and spin) (kJ/mol) = 228.5
- HOMO (eV) = -13.76

Geometry as XYZ:
```
20
Properties=species:S:1:pos:R:3:forces:R:3
C -1.985 -0.976 -0.581 0.629 -1.759 0.463
C -2.279 1.171 0.245 0.400 -0.281 1.501
C -0.927 -1.372 0.370 2.985 0.352 -0.502
C 0.260 -0.445 0.349 0.318 0.640 1.331
C 0.796 -0.025 -1.039 1.538 0.947 1.725
N -2.558 0.108 -0.569 -2.406 1.653 -1.327
N -1.071 1.468 0.460 0.537 1.386 0.158
N 1.010 -0.132 1.411 0.266 -1.468 -1.097
N 2.103 0.657 -0.714 2.571 -1.163 -1.313
H -2.271 -1.800 -1.200 -0.559 0.014 -0.957
H -3.110 1.611 0.796 -0.217 0.125 -0.558
H -1.296 -1.423 1.350 -0.566 -0.533 1.497
H -0.438 -2.302 0.024 -0.615 -0.076 0.438
H 0.082 0.664 -1.473 0.202 0.268 0.063
H 0.790 -0.886 -1.696 0.545 -0.432 -0.043
H 1.824 0.412 1.031 -0.383 -0.081 0.608
H 1.089 -0.588 2.364 -0.872 0.780 -1.800
H 2.433 1.425 -1.329 -1.115 -0.625 0.367
H 3.022 0.033 -0.699 -2.933 1.061 -0.192
H -0.913 2.316 1.041 -0.327 -0.808 -0.361
```
Forces are in eV/Å.